# 1
ORCA calculation (the ωB97M-V functional and the def2-TZVPD basis) on 2 unconnected molecules or ions with the total composition C4H7NO.

XYZ file:
```
13
Properties=species:S:1:pos:R:3:forces:R:3:lowdin_charge:R:1
C 2.1706 0.1029 -0.6680 0.20 0.05 0.02 -0.12
N 0.8668 -0.3791 -1.0675 -0.26 -0.08 0.32 0.01
C -2.1467 1.2929 1.0455 0.04 -0.10 0.27 0.14
C 0.0267 -0.5788 -0.1442 0.22 0.05 -0.18 -0.18
C -1.3610 -0.9769 -0.4796 -0.21 0.10 0.22 -0.21
O -2.2545 -0.8458 0.3348 0.32 0.25 -0.32 -0.01
H 2.3864 1.0214 -1.2221 0.00 -0.14 0.06 0.08
H 2.9195 -0.6399 -0.9579 -0.05 0.11 0.00 0.08
H 2.2518 0.3031 0.4111 -0.01 -0.06 -0.18 0.08
H -2.4895 0.8838 2.0158 -0.05 0.09 -0.08 -0.06
H -1.0446 1.3822 1.2224 -0.25 -0.21 -0.11 -0.07
H 0.2263 -0.4308 0.9272 0.03 0.02 -0.16 0.12
H -1.5491 -1.3520 -1.4991 0.04 -0.08 0.12 0.13
```
Forces are in eV/Å.

The total charge is 0. The LUMO energy comes out at -0.551 eV. Its energy is -7793.2940 eV. The value obtained for the HOMO energy is -8.90 eV. The strongest force on any atom comes out at 0.515 eV Å⁻¹.

=====

# 2
ORCA calculation (the ωB97M-V functional and the def2-TZVPD basis) on a molecular structure, C57H44F3KN2O4P2Sb.

XYZ file:
```
114
Properties=species:S:1:pos:R:3:forces:R:3:lowdin_charge:R:1
K -0.4699 0.5249 1.9998 -0.22 0.16 -0.27 0.52
O 1.2597 3.9066 4.6626 -0.04 -0.02 0.01 -0.03
C 0.8286 2.8767 4.1224 -0.10 -0.02 -0.03 -0.66
O 0.0644 2.7819 3.1210 0.20 0.11 0.18 -0.17
C 1.2872 1.5379 4.7409 0.05 -0.01 0.00 -0.19
C 1.9906 1.4880 5.9377 0.04 0.00 0.03 -0.02
C 2.3588 0.2471 6.4384 -0.04 -0.02 -0.05 -0.06
C 2.0219 -0.9049 5.7386 0.09 0.09 0.02 -0.01
C 1.3133 -0.7701 4.5512 0.03 0.03 0.15 -0.18
N 0.9702 0.4267 4.0839 -0.05 -0.15 0.09 0.08
C 0.8710 -2.0192 3.7661 0.02 -0.05 -0.01 -0.62
O 1.4812 -3.0626 4.0223 -0.14 -0.01 -0.05 0.00
O -0.0912 -1.8620 2.9455 0.23 0.01 0.04 -0.22
H 2.2275 2.4164 6.4385 0.00 -0.01 0.00 0.11
H 2.9033 0.1750 7.3734 0.00 0.01 0.00 0.10
H 2.2899 -1.8951 6.0793 0.00 0.01 -0.01 0.11
C 0.0015 3.4993 -1.5646 -0.06 0.01 -0.04 -0.30
N 0.9675 2.5679 -2.1095 -0.07 0.02 0.00 -0.19
C 2.1804 2.3162 -1.3590 0.07 -0.02 -0.02 -0.30
P 2.1792 0.9222 -0.0843 -0.29 0.01 -0.07 1.07
C 3.3973 -0.2466 -0.8067 0.00 -0.03 0.04 -0.42
C 4.6279 0.1650 -1.3190 0.03 -0.08 -0.04 -0.10
C 5.5156 -0.7607 -1.8472 -0.03 0.06 0.03 -0.08
C 5.1902 -2.1127 -1.8536 0.00 0.02 0.00 -0.09
C 3.9804 -2.5355 -1.3259 -0.02 -0.03 0.01 -0.07
C 3.0866 -1.6047 -0.8090 0.10 0.09 0.01 -0.10
C 3.1749 1.6240 1.2763 0.07 0.04 0.09 -0.37
C 4.0039 0.7672 2.0047 0.04 0.02 0.01 -0.10
C 4.6536 1.2155 3.1440 -0.01 -0.01 -0.02 -0.08
C 4.4817 2.5230 3.5773 0.01 -0.03 0.00 -0.09
C 3.6420 3.3750 2.8777 0.02 0.04 -0.06 -0.08
C 2.9869 2.9263 1.7386 -0.04 -0.07 0.01 -0.10
C 0.7104 1.8463 -3.2747 -0.02 -0.01 0.03 -0.23
C 1.2242 0.5563 -3.4488 0.08 -0.08 0.05 -0.02
C 0.9886 -0.1586 -4.6135 -0.01 0.09 -0.02 -0.09
C 0.2307 0.3847 -5.6402 0.02 -0.01 0.02 -0.12
C -0.2773 1.6677 -5.4821 0.02 0.01 0.01 -0.10
C -0.0368 2.3928 -4.3265 0.01 0.03 -0.08 -0.06
P -1.1143 2.7980 -0.2337 0.13 -0.09 0.07 1.07
C -1.9377 4.3389 0.3035 -0.14 0.08 -0.03 -0.36
C -3.1157 4.8353 -0.2591 0.13 0.05 0.00 -0.09
C -3.6767 6.0127 0.2178 0.00 -0.04 -0.04 -0.10
C -3.0670 6.7045 1.2559 0.06 -0.02 0.03 -0.10
C -1.9025 6.2089 1.8290 -0.06 0.02 -0.03 -0.07
C -1.3439 5.0257 1.3656 0.02 -0.11 0.07 -0.09
C -2.4548 1.9167 -1.1205 0.03 0.08 -0.05 -0.38
C -3.2392 1.0709 -0.3326 -0.09 -0.06 -0.02 -0.11
C -4.2873 0.3466 -0.8815 0.02 -0.07 0.01 -0.07
C -4.5593 0.4425 -2.2397 0.04 0.03 0.00 -0.08
C -3.7868 1.2767 -3.0359 0.02 0.01 0.02 -0.09
C -2.7453 2.0100 -2.4800 -0.04 0.02 0.03 -0.10
H -0.5862 3.9587 -2.3594 -0.01 0.01 0.02 0.07
H 0.5217 4.3249 -1.0649 0.02 -0.06 -0.04 0.09
H 2.4434 3.2375 -0.8380 0.01 0.01 0.05 0.08
H 2.9807 2.1176 -2.0749 0.03 0.00 -0.01 0.09
H 4.9003 1.2144 -1.2858 0.02 -0.03 -0.01 0.11
H 6.4686 -0.4311 -2.2433 -0.01 0.00 0.00 0.10
H 5.8891 -2.8338 -2.2596 -0.01 0.00 0.01 0.10
H 3.7288 -3.5888 -1.3013 0.00 0.01 0.00 0.09
H 2.1491 -1.9336 -0.3788 -0.04 -0.04 -0.01 0.06
H 4.1279 -0.2641 1.6934 0.01 0.04 0.01 0.11
H 5.2767 0.5314 3.7067 0.00 0.00 -0.01 0.10
H 4.9707 2.8654 4.4806 -0.01 0.00 0.00 0.10
H 3.4422 4.3709 3.2475 0.01 -0.02 0.00 0.11
H 2.2766 3.5881 1.2575 0.00 0.00 -0.01 0.10
H 1.7991 0.0873 -2.6603 -0.04 0.04 -0.06 0.08
H 1.3900 -1.1605 -4.7021 0.00 -0.01 0.00 0.11
H 0.0362 -0.1796 -6.5433 0.00 0.01 0.01 0.10
H -0.8568 2.1227 -6.2769 0.00 0.00 0.01 0.10
H -0.4153 3.4048 -4.2549 0.03 -0.03 -0.03 0.10
H -3.6000 4.2972 -1.0654 -0.01 0.00 0.01 0.10
H -4.5957 6.3857 -0.2192 0.02 0.00 0.01 0.10
H -3.5106 7.6188 1.6319 0.01 -0.01 -0.01 0.10
H -1.4416 6.7214 2.6640 0.00 0.00 -0.01 0.11
H -0.4944 4.5836 1.8838 -0.03 0.03 -0.03 0.08
H -3.0480 0.9757 0.7333 0.03 0.05 -0.07 0.09
H -4.8707 -0.3123 -0.2495 0.00 0.01 -0.01 0.10
H -5.3598 -0.1406 -2.6775 0.00 0.01 0.01 0.10
H -3.9893 1.3542 -4.0978 0.01 0.00 0.00 0.10
H -2.1502 2.6492 -3.1189 -0.11 -0.05 0.06 0.07
F -2.7603 -3.2436 -5.9507 -0.01 0.00 -0.01 0.04
C -2.3499 -3.0694 -4.6716 0.03 -0.05 0.09 -0.28
C -2.1113 -4.1884 -3.8941 0.00 0.03 0.02 -0.01
C -1.6872 -4.0042 -2.5838 -0.05 0.00 -0.04 -0.13
C -1.5005 -2.7250 -2.0572 0.06 0.03 -0.02 -0.39
C -1.7474 -1.6270 -2.8820 0.01 -0.10 0.02 -0.13
C -2.1794 -1.7889 -4.1941 -0.03 0.06 0.02 -0.02
Sb -0.8570 -2.2928 -0.0459 -0.08 0.11 0.09 1.54
C 0.1357 -4.1478 0.3039 0.06 -0.03 -0.12 -0.37
C 0.1482 -4.7364 1.5657 0.05 0.02 -0.01 -0.10
C 0.9116 -5.8711 1.8075 -0.02 0.00 0.04 0.00
C 1.6599 -6.3982 0.7771 -0.02 0.03 -0.02 -0.28
F 2.4061 -7.5064 1.0063 -0.01 0.01 0.00 0.04
C 1.6918 -5.8319 -0.4817 0.01 0.00 -0.02 -0.03
C 0.9273 -4.6941 -0.7072 -0.03 -0.03 0.07 -0.16
C -2.7805 -2.6656 0.8518 -0.10 -0.12 -0.08 -0.35
C -3.8404 -3.1812 0.1039 -0.01 0.07 0.10 -0.12
C -5.1145 -3.3029 0.6457 0.00 0.00 -0.01 -0.02
C -5.3168 -2.8930 1.9478 0.03 0.01 -0.02 -0.29
F -6.5587 -2.9974 2.4789 0.03 0.00 -0.01 0.04
C -4.2966 -2.3866 2.7253 0.05 0.01 0.01 -0.01
C -3.0245 -2.2771 2.1711 0.00 -0.05 0.02 -0.11
H -2.2580 -5.1752 -4.3137 0.00 0.00 0.00 0.11
H -1.5020 -4.8764 -1.9651 -0.01 0.04 -0.03 0.10
H -1.5993 -0.6193 -2.5056 0.00 -0.01 -0.02 0.08
H -2.3647 -0.9375 -4.8372 0.01 -0.03 0.02 0.11
H -0.3890 -4.2743 2.3834 0.02 -0.02 0.00 0.09
H 0.9555 -6.3195 2.7910 -0.01 0.02 -0.01 0.12
H 2.3062 -6.2720 -1.2569 -0.01 0.00 0.01 0.11
H 0.9506 -4.2374 -1.6916 0.01 0.00 0.01 0.09
H -3.6855 -3.4858 -0.9225 0.00 0.00 -0.03 0.08
H -5.9411 -3.7056 0.0742 0.01 0.01 0.00 0.11
H -4.4947 -2.0922 3.7477 0.01 0.00 0.00 0.12
H -2.2016 -1.9262 2.7877 -0.04 0.01 -0.03 0.07
```
Forces are in eV/Å.

The total charge is -1. The LUMO energy comes out at 2.139 eV. Its energy is -120590.9363 eV. The value obtained for the HOMO energy is -5.74 eV. The strongest force on any atom comes out at 0.382 eV Å⁻¹.

=====

# 3
ORCA calculation (the ωB97M-V functional and the def2-TZVPD basis) on a molecular structure, C32H51AsI2N3O5SbSi3Ti.

XYZ file:
```
99
Properties=species:S:1:pos:R:3:forces:R:3:lowdin_charge:R:1
Ti -0.8035 -0.9435 0.3607 0.53 0.12 0.72 0.61
O -0.4885 -1.6021 -3.3213 0.15 0.12 -0.02 0.15
C -0.5290 -0.9965 -2.2974 -0.17 0.07 -0.16 -0.55
O 0.1524 -1.3183 -1.1797 -0.42 0.02 0.02 -0.17
C -1.5693 0.1394 -2.0020 0.11 -0.14 -0.23 -0.60
O -2.3700 0.4982 -2.8128 0.12 0.18 0.07 0.13
O -1.5650 0.4635 -0.7063 -0.19 -0.36 -0.07 -0.20
O 0.5850 0.5010 1.0275 0.01 -0.21 -0.12 -0.25
C 0.4893 1.7837 1.7100 -0.11 0.10 0.10 -0.11
C 0.8646 1.5798 3.1493 0.01 -0.06 0.00 -0.29
C 2.1081 1.9627 3.6174 0.02 0.04 -0.02 -0.01
C 2.4623 1.6149 4.9183 0.02 0.00 0.01 -0.05
C 1.5668 0.8939 5.6784 0.00 0.02 -0.03 -0.03
C 0.3318 0.5653 5.1242 -0.06 -0.04 -0.01 -0.16
N -0.0204 0.9003 3.8883 -0.03 0.02 -0.06 0.11
H 1.3254 0.0049 1.4142 -0.02 0.04 0.03 0.05
H -0.5394 2.1130 1.5844 0.02 -0.01 0.00 0.11
H 1.1622 2.4748 1.2088 0.04 0.03 -0.06 0.10
H 2.7887 2.5091 2.9765 0.00 0.00 0.00 0.11
H 3.4303 1.8905 5.3152 0.01 0.00 0.00 0.11
H 1.8042 0.5629 6.6791 -0.01 -0.01 0.01 0.11
H -0.3744 -0.0243 5.6944 -0.03 -0.05 0.02 0.03
N -5.3406 -5.9839 -2.9388 0.00 0.00 0.00 0.19
C -4.6703 -5.2291 -2.3931 -0.02 -0.01 -0.02 -0.15
C -3.8358 -4.2794 -1.7073 0.03 0.00 0.02 -0.18
C -4.1773 -2.9343 -1.6825 0.00 0.02 0.00 0.04
C -3.3494 -2.0600 -1.0092 -0.03 -0.09 -0.05 -0.11
N -2.2347 -2.4567 -0.3788 -0.05 0.09 -0.07 -0.03
C -1.9008 -3.7563 -0.4219 0.01 0.02 0.07 -0.10
C -2.6746 -4.6964 -1.0674 -0.01 -0.02 -0.02 0.04
H -5.0603 -2.5690 -2.1854 0.00 0.01 0.01 0.14
H -3.5686 -1.0045 -0.9922 -0.04 0.04 0.03 0.10
H -0.9877 -4.0337 0.0850 -0.01 0.00 -0.01 0.05
H -2.3726 -5.7330 -1.0753 0.00 0.00 0.01 0.14
C -3.0456 1.6354 2.6300 0.02 -0.01 -0.10 -0.26
As -2.8554 -0.2298 2.1246 0.03 -0.03 -0.04 1.15
C -4.6691 -0.4625 1.4488 0.03 -0.03 -0.04 -0.27
C -2.9351 -1.2536 3.7833 0.05 0.01 0.01 -0.37
C -4.0281 -0.8054 4.7000 0.01 0.03 0.00 -0.31
C -5.2817 -1.4100 4.6760 -0.01 0.00 0.00 -0.06
C -6.2959 -0.9748 5.5169 -0.01 0.00 0.00 -0.08
C -6.0691 0.0735 6.3964 0.00 0.00 0.00 -0.09
C -4.8198 0.6776 6.4356 0.00 0.00 0.00 -0.07
C -3.8089 0.2407 5.5941 0.00 -0.01 0.00 -0.05
H -3.9354 1.7325 3.2507 0.00 -0.02 0.00 0.03
H -3.1694 2.2235 1.7199 0.02 0.00 0.01 0.04
H -2.1737 1.9633 3.1851 0.04 0.00 0.04 0.01
H -5.3578 -0.0872 2.2046 0.01 -0.01 0.02 0.03
H -4.8878 -1.5137 1.2673 0.01 -0.01 -0.03 0.03
H -4.8016 0.1092 0.5314 -0.01 0.01 -0.01 0.03
H -1.9511 -1.1922 4.2498 0.02 -0.02 0.03 -0.04
H -3.0561 -2.2957 3.4821 0.00 -0.01 0.01 0.07
H -5.4581 -2.2442 4.0062 0.00 0.00 0.00 0.11
H -7.2612 -1.4639 5.4929 0.00 0.00 0.00 0.10
H -6.8570 0.4091 7.0578 0.00 0.00 0.00 0.10
H -4.6286 1.4839 7.1319 0.00 0.00 0.00 0.10
H -2.8298 0.7035 5.6373 0.02 0.00 0.00 0.11
C 1.6248 -0.2130 -5.9728 0.02 -0.01 0.03 -0.22
Si 2.7535 0.7492 -4.8318 -0.01 -0.01 -0.01 0.27
C 3.8189 -0.4382 -3.8469 0.02 0.01 -0.01 -0.23
C 3.8331 1.9175 -5.8229 -0.01 0.01 -0.01 -0.22
Sb 1.2641 1.9053 -3.1193 -0.05 -0.06 0.15 0.95
Si 0.1990 3.8290 -4.4049 -0.02 -0.04 0.00 0.27
C -0.6075 3.1102 -5.9347 0.00 0.02 0.01 -0.23
C 1.4068 5.1791 -4.8856 0.02 0.01 -0.02 -0.22
C -1.1221 4.5352 -3.2755 0.00 0.01 -0.02 -0.23
Si 2.9530 3.1902 -1.7221 0.01 0.05 -0.06 0.27
C 3.6159 1.9997 -0.4216 -0.01 0.03 0.03 -0.23
C 4.3934 3.9270 -2.6718 0.03 -0.01 0.02 -0.22
C 2.0182 4.5888 -0.8784 0.04 0.00 -0.03 -0.23
H 2.2171 -0.8121 -6.6698 0.00 0.00 0.00 0.03
H 0.9814 0.4458 -6.5578 -0.01 0.01 0.00 0.02
H 0.9843 -0.8863 -5.3998 -0.01 0.00 -0.01 0.02
H 4.4031 -1.0775 -4.5140 0.00 0.00 0.00 0.03
H 3.1985 -1.0813 -3.2192 0.00 -0.01 -0.01 0.03
H 4.5173 0.0954 -3.1982 0.00 0.00 0.01 0.02
H 4.3910 1.3649 -6.5836 0.00 -0.01 0.00 0.03
H 4.5515 2.4345 -5.1858 0.00 0.01 0.00 0.01
H 3.2314 2.6724 -6.3331 0.00 0.00 -0.01 0.02
H 0.1336 2.7126 -6.6303 0.01 0.00 -0.01 0.01
H -1.1788 3.8823 -6.4572 0.00 -0.01 0.00 0.03
H -1.2912 2.3022 -5.6674 0.00 -0.01 0.00 0.03
H 2.1705 4.8027 -5.5687 0.01 0.00 0.01 0.02
H 1.9125 5.5897 -4.0096 0.00 0.01 -0.01 0.01
H 0.8846 6.0003 -5.3841 -0.01 0.00 -0.01 0.03
H -1.7315 3.7360 -2.8491 -0.01 -0.01 -0.01 0.02
H -1.7833 5.2025 -3.8348 0.01 0.02 0.01 0.03
H -0.6842 5.1060 -2.4537 0.00 -0.02 0.01 0.02
H 4.4300 1.3942 -0.8244 -0.01 -0.02 -0.02 0.03
H 2.8336 1.3133 -0.0913 0.02 0.02 0.01 0.00
H 4.0042 2.5393 0.4473 0.02 -0.01 -0.01 0.03
H 5.1254 3.1580 -2.9262 0.00 -0.01 -0.02 0.02
H 4.9028 4.6838 -2.0688 0.01 -0.01 0.01 0.03
H 4.0650 4.3980 -3.5989 -0.01 0.02 0.00 0.01
H 1.0865 4.2436 -0.4299 -0.05 -0.02 0.06 0.01
H 1.7582 5.3687 -1.5976 0.01 -0.01 0.00 0.01
H 2.6321 5.0498 -0.0993 -0.01 -0.01 0.00 0.03
I 0.2499 -2.4937 2.1675 -0.07 0.11 -0.18 0.50
I -0.2531 -3.0652 5.8542 -0.03 0.11 0.00 -0.48
```
Forces are in eV/Å.

The total charge is 0. The LUMO energy (spin up / spin down) comes out at -2.126 / -2.126 eV. Its energy is -179051.3070 eV. The value obtained for the HOMO energy (spin up / spin down) is -6.40 / -6.40 eV. The strongest force on any atom comes out at 0.905 eV Å⁻¹.